Entry 1:
{
  "formula": "C20H25BN8O5Pt",
  "method": "ωB97M-V with the def2-TZVPD basis set",
  "species": ["Pt", "C", "C", "C", "C", "N", "N", "B", "N", "C", "C", "C", "C", "N", "N", "C", "C", "C", "C", "N", "N", "C", "C", "C", "C", "N", "H", "H", "H", "H", "H", "H", "H", "H", "H", "H", "H", "H", "H", "H", "H", "H", "H", "H", "H", "H", "O", "C", "O", "C", "O", "C", "C", "O", "O", "H", "H", "H", "H", "H"],
  "xyz": [[0.087, 1.103, -0.570], [3.108, -0.256, -1.915], [2.116, -1.089, -1.185], [2.188, -2.444, -0.937], [1.031, -2.777, -0.244], [0.290, -1.687, -0.090], [0.948, -0.638, -0.649], [-1.129, -1.527, 0.597], [-1.980, -0.935, -0.581], [-3.076, -1.332, -1.226], [-3.369, -0.436, -2.239], [-2.381, 0.529, -2.188], [-2.203, 1.673, -3.123], [-1.563, 0.231, -1.147], [-1.022, -0.440, 1.708], [-1.368, -0.511, 2.999], [-1.077, 0.696, 3.603], [-0.533, 1.506, 2.612], [-0.049, 2.908, 2.745], [-0.513, 0.794, 1.467], [-1.557, -2.812, 1.192], [-2.585, -3.704, 1.040], [-2.369, -4.747, 1.887], [-1.155, -4.440, 2.550], [-0.454, -5.247, 3.593], [-0.668, -3.285, 2.135], [3.971, -0.868, -2.162], [3.465, 0.564, -1.293], [2.694, 0.127, -2.851], [2.988, -3.105, -1.222], [0.694, -3.723, 0.144], [-3.592, -2.233, -0.957], [-4.187, -0.484, -2.936], [-3.176, 2.047, -3.435], [-1.680, 1.345, -4.023], [-1.651, 2.499, -2.677], [-1.788, -1.414, 3.407], [-1.232, 0.961, 4.634], [-0.123, 3.217, 3.784], [-0.650, 3.595, 2.152], [0.993, 2.998, 2.438], [-3.415, -3.547, 0.378], [-2.989, -5.615, 2.025], [-1.000, -6.162, 3.806], [-0.354, -4.676, 4.516], [0.552, -5.508, 3.265], [3.752, 3.183, 0.565], [2.856, 2.795, -0.294], [1.858, 2.173, 0.019], [3.400, 3.249, -1.642], [2.484, 2.992, -2.760], [2.423, 3.777, -3.725], [-1.095, 4.204, -0.975], [-1.381, 5.159, -1.531], [-0.779, 3.217, -0.425], [3.554, 2.918, 1.484], [3.652, 4.310, -1.611], [4.299, 2.665, -1.853], [3.010, 4.697, -3.756], [1.733, 3.509, -4.522]],
  "lowdin_spin": [0.5483, 0.0045, 0.0132, 0.0026, 0.0072, -0.0018, 0.0382, 0.0010, -0.0016, 0.0056, 0.0009, 0.0117, 0.0063, 0.0287, 0.0155, -0.0017, 0.0086, 0.0217, -0.0003, 0.2513, -0.0002, 0.0000, 0.0000, -0.0001, 0.0000, 0.0002, 0.0001, 0.0005, 0.0015, 0.0004, 0.0003, 0.0003, 0.0002, 0.0001, 0.0003, 0.0036, 0.0009, 0.0022, -0.0001, -0.0003, -0.0003, 0.0000, 0.0000, 0.0000, 0.0000, 0.0000, -0.0002, 0.0021, 0.0114, 0.0005, 0.0068, 0.0005, 0.0015, -0.0002, 0.0080, 0.0000, 0.0000, 0.0000, 0.0000, 0.0000],
  "spin_multiplicity": 2,
  "homo_lumo_gap_ev": [4.0, 4.0],
  "de_lowest_ev": 0.000,
  "charge": 3
}

***

Entry 2:
{
  "formula": "C20H25BrN2O3",
  "method": "ωB97M-V with the def2-TZVPD basis set",
  "species": ["C", "C", "H", "H", "O", "C", "C", "C", "C", "C", "C", "O", "C", "H", "H", "H", "H", "C", "N", "C", "C", "C", "C", "C", "C", "H", "H", "N", "C", "H", "C", "H", "O", "C", "C", "H", "H", "H", "H", "H", "H", "H", "H", "H", "H", "H", "H", "Br", "H", "H", "H"],
  "xyz": [[-2.013, 1.617, 2.414], [-0.989, 2.256, 3.345], [-1.494, 2.776, 4.164], [-0.365, 2.969, 2.798], [-0.188, 1.294, 4.009], [0.562, 0.411, 3.300], [0.706, -0.852, 3.871], [1.425, -1.873, 3.281], [2.064, -1.635, 2.076], [1.992, -0.365, 1.519], [1.241, 0.652, 2.091], [1.114, 1.890, 1.523], [1.578, 2.077, 0.206], [1.221, 3.063, -0.089], [2.671, 2.063, 0.158], [1.174, 1.319, -0.474], [2.523, -0.167, 0.603], [2.760, -2.764, 1.343], [2.778, -2.615, -0.098], [1.653, -2.136, -0.760], [1.791, -1.418, -1.945], [0.696, -0.882, -2.597], [-0.595, -1.044, -2.091], [-0.732, -1.826, -0.939], [0.359, -2.355, -0.285], [0.201, -2.942, 0.605], [-1.716, -2.033, -0.547], [-1.739, -0.533, -2.711], [-2.722, 0.154, -1.893], [-2.780, -0.290, -0.901], [-2.364, 1.642, -1.765], [-3.138, 2.184, -1.219], [-2.270, 2.261, -3.029], [-1.310, 1.618, -3.841], [-1.639, 0.127, -3.996], [-0.903, -0.375, -4.622], [-2.619, 0.038, -4.479], [-1.338, 2.129, -4.805], [-0.310, 1.739, -3.395], [-1.406, 1.739, -1.229], [-3.697, 0.059, -2.382], [0.873, -0.317, -3.499], [2.779, -1.255, -2.355], [3.635, -2.225, -0.462], [3.796, -2.850, 1.685], [2.257, -3.704, 1.598], [1.465, -2.843, 3.750], [-0.192, -1.160, 5.511], [-2.615, 0.894, 2.961], [-1.518, 1.105, 1.591], [-2.665, 2.384, 2.006]],
  "lowdin_charge": [-0.0520, -0.2256, 0.1261, 0.1128, -0.1025, -0.2598, -0.5757, -0.0923, -0.2236, 0.0275, -0.1779, -0.0954, -0.0663, 0.0986, 0.0987, 0.0829, 0.1093, -0.1532, 0.0075, -0.3093, -0.0378, -0.0364, -0.2409, -0.0103, -0.0183, 0.1162, 0.1104, -0.1046, -0.1349, 0.1073, -0.1858, 0.1251, -0.1306, -0.1878, -0.1454, 0.1186, 0.1283, 0.1257, 0.1172, 0.1165, 0.1294, 0.0980, 0.1110, 0.1223, 0.1299, 0.1199, 0.1084, 0.7953, 0.0835, 0.0627, 0.0772],
  "spin_multiplicity": 1,
  "homo_lumo_gap_ev": 7.8,
  "de_lowest_ev": 1.426,
  "smiles": "CCOc1c(Br)cc(CNc2ccc(N3CCOCC3)cc2)cc1OC"
}

***

Entry 3:
{
  "formula": "C20H25BrO5",
  "method": "ωB97M-V with the def2-TZVPD basis set",
  "species": ["C", "C", "C", "H", "H", "O", "C", "O", "C", "C", "C", "C", "C", "C", "C", "C", "C", "H", "H", "Br", "H", "H", "H", "C", "C", "C", "C", "O", "H", "H", "H", "H", "H", "H", "H", "C", "O", "C", "C", "H", "H", "H", "H", "H", "O", "H", "H", "H", "H", "H", "H"],
  "xyz": [[1.333, 6.878, 0.112], [0.743, 5.868, -0.497], [-0.432, 5.123, 0.061], [-0.655, 5.440, 1.082], [-1.305, 5.275, -0.586], [-0.162, 3.721, 0.137], [-0.474, 2.982, -0.924], [-0.981, 3.405, -1.935], [-0.134, 1.548, -0.714], [-0.306, 0.651, -1.688], [-0.036, -0.810, -1.487], [-1.147, -1.633, -2.091], [-2.472, -1.328, -1.803], [-3.504, -2.080, -2.331], [-3.204, -3.150, -3.157], [-1.893, -3.471, -3.462], [-0.871, -2.706, -2.927], [0.152, -2.951, -3.173], [-1.674, -4.305, -4.111], [-4.619, -4.195, -3.889], [-4.532, -1.838, -2.107], [-2.699, -0.486, -1.165], [0.905, -1.076, -1.986], [0.101, -1.111, 0.020], [0.684, -2.509, 0.256], [0.242, -3.117, 1.584], [0.916, -4.466, 1.838], [0.476, -5.074, 3.027], [0.612, -4.458, 3.756], [0.668, -5.172, 1.042], [2.009, -4.336, 1.856], [-0.840, -3.261, 1.577], [0.489, -2.427, 2.393], [0.358, -3.167, -0.553], [1.775, -2.455, 0.224], [0.970, -0.014, 0.656], [1.147, -0.271, 1.999], [2.110, 0.533, 2.670], [1.563, 1.871, 3.153], [1.252, 2.484, 2.313], [2.333, 2.393, 3.715], [0.704, 1.704, 3.797], [2.975, 0.690, 2.011], [2.424, -0.074, 3.525], [0.372, 1.268, 0.514], [1.954, 0.023, 0.136], [-0.886, -1.046, 0.487], [-0.691, 0.980, -2.638], [1.084, 5.513, -1.460], [2.166, 7.397, -0.329], [0.998, 7.236, 1.072]],
  "lowdin_charge": [0.0167, -0.1413, -0.1582, 0.1306, 0.1290, 0.0230, -0.4256, 0.1206, -0.1619, 0.0504, -0.2175, -0.1999, -0.0188, -0.1130, -0.6815, -0.1197, -0.0322, 0.1177, 0.1014, 0.7206, 0.1025, 0.1244, 0.1576, -0.1837, -0.1389, -0.1763, -0.2840, -0.0667, 0.0847, 0.1222, 0.1198, 0.1263, 0.1069, 0.1125, 0.1297, -0.3193, -0.0761, -0.2231, -0.0596, 0.0594, 0.0761, 0.0810, 0.1243, 0.1216, 0.0354, 0.1828, 0.1633, 0.1357, 0.1090, 0.0539, 0.0585],
  "spin_multiplicity": 1,
  "homo_lumo_gap_ev": 9.6,
  "de_lowest_ev": 0.024,
  "smiles": "C=CCOC(=O)C1=C[C@H](c2ccc(Br)cc2)[C@@H](CCCO)[C@H](OCC)O1"
}

***

Entry 4:
{
  "formula": "C20H25Cl5MoN2Si",
  "method": "ωB97M-V with the def2-TZVPD basis set",
  "species": ["Mo", "C", "C", "C", "C", "C", "C", "N", "N", "Si", "C", "C", "C", "H", "H", "H", "H", "H", "H", "H", "H", "H", "H", "H", "H", "H", "H", "H", "Cl", "C", "C", "C", "Cl", "C", "Cl", "C", "Cl", "C", "Cl", "C", "C", "C", "C", "C", "H", "H", "H", "H", "H", "H", "H", "H", "H", "H"],
  "xyz": [[0.049, 0.888, -0.211], [-0.075, 2.708, 3.139], [-0.988, 1.543, 2.903], [-1.909, 1.116, 3.838], [-2.689, -0.008, 3.552], [-2.572, -0.672, 2.353], [-1.637, -0.190, 1.425], [-0.851, 0.878, 1.748], [-1.373, -0.607, 0.155], [-1.505, -2.248, -0.434], [-3.281, -2.693, -0.747], [-0.561, -2.318, -2.037], [-0.778, -3.402, 0.847], [0.773, 2.402, 3.756], [-0.598, 3.510, 3.659], [0.314, 3.089, 2.198], [-2.013, 1.647, 4.774], [-3.410, -0.354, 4.283], [-3.193, -1.522, 2.105], [-3.733, -1.960, -1.421], [-3.877, -2.726, 0.169], [-3.346, -3.677, -1.223], [-1.225, -2.168, -2.893], [-0.063, -3.284, -2.161], [0.208, -1.541, -2.073], [-1.548, -3.925, 1.421], [-0.160, -2.838, 1.552], [-0.144, -4.159, 0.377], [1.880, 0.470, -3.524], [0.356, 1.312, -3.477], [-0.299, 1.434, -2.260], [-1.498, 2.135, -2.297], [-2.301, 2.347, -0.735], [-2.057, 2.685, -3.439], [-3.547, 3.543, -3.370], [-1.369, 2.536, -4.641], [-2.011, 3.210, -6.086], [-0.154, 1.848, -4.659], [0.704, 1.679, -6.142], [3.163, -0.079, 2.095], [3.136, -0.001, 0.563], [4.300, 0.853, 0.057], [3.228, -1.413, -0.031], [1.835, 0.593, 0.131], [4.060, -0.608, 2.428], [2.286, -0.609, 2.469], [3.171, 0.922, 2.535], [5.251, 0.395, 0.338], [4.264, 1.856, 0.488], [4.270, 0.946, -1.030], [4.138, -1.910, 0.317], [3.244, -1.371, -1.121], [2.367, -2.014, 0.272], [1.769, 1.749, 0.066]],
  "lowdin_spin": [1.7944, 0.0060, 0.0073, 0.0043, 0.0078, 0.0039, 0.0241, 0.0175, 0.0512, 0.0077, 0.0010, 0.0096, 0.0005, 0.0003, 0.0002, 0.0067, 0.0002, 0.0004, 0.0000, 0.0002, 0.0000, 0.0002, 0.0001, 0.0003, 0.0079, 0.0000, -0.0001, 0.0002, 0.0095, 0.0312, 0.0166, 0.0332, 0.0255, -0.0066, -0.0042, 0.0323, 0.0107, -0.0066, -0.0043, -0.0067, -0.0110, -0.0029, -0.0009, -0.0878, -0.0011, 0.0001, 0.0000, -0.0005, 0.0006, 0.0000, -0.0003, 0.0002, 0.0010, 0.0200],
  "spin_multiplicity": 3,
  "homo_lumo_gap_ev": [7.8, 8.1]
}

***

In the order shown, the computed energy values come out to -47199.6725; -100309.6864; -101424.6878; -96472.0625 eV.
In the order shown, the computed max |F| values come out to 0.012; 0.013; 0.013; 0.023 hartree/bohr.